ORCA calculation (ωB97M-V with the def2-TZVPD basis set) on a 3-piece molecular cluster, C4H12O2 overall at a distorted geometry.

```
18
Properties=species:S:1:pos:R:3:lowdin_charge:R:1
O -0.588 2.815 -1.162 -0.36
O -1.815 0.486 -1.023 -0.12
C -0.689 -2.079 -0.235 -0.08
C 0.938 -0.470 0.895 -0.22
C 0.875 1.151 1.112 -0.07
C 0.243 -0.780 -0.432 0.00
H 0.115 2.872 -1.833 -0.07
H 0.491 -0.848 1.839 0.11
H 1.054 -1.161 -1.029 0.12
H -1.785 -1.864 -0.404 0.09
H -0.979 0.326 -0.356 0.01
H -0.593 -2.645 0.711 0.08
H -0.217 1.210 1.101 0.06
H -0.508 -2.801 -1.031 0.07
H 1.309 1.723 0.284 0.07
H 2.022 -0.638 1.040 0.12
H -1.177 1.325 -1.583 0.13
H 1.302 1.378 2.107 0.08
```

Energy relative to the best compared isomer or geometry (same formula, charge and spin), kcal/mol: 190.9
Kohn-Sham gap, eV: 4.86
LUMO, eV: -3.587
Calculated total energy, eV: -8429.234
Max |F|, eV/A: 7.2